A cluster of 2 separate species, C5H12N3 in total in a non-equilibrium geometry. Source: OMol25; level of theory: ωB97M-V/def2-TZVPD.

Results
Kohn-Sham gap, eV: 10.0
HOMO energy, eV: -14.3
Net charge: +1
Energy relative to the best compared isomer or geometry (same formula, charge and spin), kcal per mole: 72.56
LUMO level, eV: -4.27

Last column: Mulliken charge in e.
Positions of all 20 atoms, in Å:
C  -1.570  0.717  -1.069  -0.410
C  -1.656  -0.638  -0.714  -0.182
C  -0.490  0.650  0.783  0.535
C  0.350  0.905  1.934  -1.362
C  0.307  -1.632  0.228  -0.890
N  -0.812  1.410  -0.135  -0.421
N  1.599  0.459  -1.591  -0.727
N  -0.862  -0.807  0.505  0.094
H  -2.060  1.279  -1.829  0.473
H  -2.126  -1.538  -1.175  0.409
H  2.103  0.645  -2.474  0.260
H  -0.106  0.620  2.813  0.431
H  0.269  1.945  2.033  0.389
H  1.351  0.530  1.775  0.372
H  -0.074  -2.573  -0.052  0.409
H  0.910  -1.187  -0.732  0.356
H  0.969  -1.576  1.031  0.439
H  0.903  1.209  -1.732  0.223
H  2.278  0.749  -0.996  0.198
H  -1.282  -1.167  1.396  0.405

A structure of composition C6H20AgBrO10P2 in a non-equilibrium geometry. Source: OMol25; level of theory: ωB97M-V/def2-TZVPD.

Results
Kohn-Sham gap (spin up / spin down), eV: 7.9 / 4.4
HOMO energy (spin up / spin down), eV: -7.8 / -7.5
Net charge: 0
Multiplicity: 3
LUMO level (spin up / spin down), eV: 0.13 / -3.08

Last column: Mulliken charge in e.
Positions of all 40 atoms, in Å:
Ag  0.831  2.534  -0.423  0.755
Br  0.968  2.698  -3.171  -0.679
O  2.639  3.246  0.562  -0.475
H  3.465  2.780  0.795  0.207
O  0.159  4.543  0.089  -0.425
H  -0.683  4.950  -0.192  0.269
C  -4.415  -0.033  -2.030  -0.648
O  -3.597  0.818  -1.151  -0.339
P  -2.150  0.409  -0.569  0.635
O  -1.266  1.587  -0.433  -0.381
O  -1.554  -0.822  -1.418  -0.184
C  -0.882  -0.420  -2.610  -0.869
O  -2.421  -0.232  0.873  -0.333
C  -2.904  -1.572  1.089  -0.526
H  -5.451  0.296  -1.956  0.284
H  -4.232  -1.107  -1.988  0.291
H  -4.196  0.224  -3.067  0.304
H  -1.137  0.448  -3.219  0.390
H  -1.061  -1.277  -3.259  0.346
H  0.207  -0.442  -2.568  0.274
H  -3.702  -1.444  1.821  0.268
H  -2.007  -2.059  1.473  0.238
H  -3.392  -1.962  0.196  0.237
C  0.595  -2.515  0.034  -0.100
O  1.990  -1.968  0.265  -0.377
P  2.445  -0.483  0.705  0.428
O  1.546  0.589  0.094  0.496
O  2.299  -0.561  2.364  -0.365
C  1.125  -0.967  3.031  -0.149
O  4.050  -0.280  0.325  -0.358
C  4.762  0.837  1.009  -0.867
H  0.414  -3.436  0.589  0.347
H  0.391  -2.728  -1.016  0.288
H  -0.153  -1.811  0.396  -0.389
H  0.889  -0.252  3.819  0.281
H  1.256  -1.936  3.512  0.258
H  0.303  -1.010  2.317  -0.131
H  5.683  0.447  1.443  0.288
H  4.106  1.186  1.807  0.362
H  5.082  1.724  0.463  0.349

A structure of composition C28H28Cl2O2PPdS. Source: OMol25; level of theory: ωB97M-V/def2-TZVPD.

Results
Kohn-Sham gap (spin up / spin down), eV: 8.2 / 6.1
HOMO energy (spin up / spin down), eV: -10.7 / -10.7
Net charge: +1
Energy relative to the best compared isomer or geometry (same formula, charge and spin), kcal per mole: 0.00
Multiplicity: 3
LUMO level (spin up / spin down), eV: -2.49 / -4.61

Last column: Mulliken charge in e.
Positions of all 63 atoms, in Å:
Pd  -0.180  -0.472  -0.891  0.805
Cl  1.198  0.463  -2.819  -0.226
C  -0.083  1.333  -3.708  0.830
C  0.347  2.361  -4.521  -0.901
C  -0.604  3.078  -5.230  -0.412
C  -1.944  2.749  -5.103  -0.768
C  -2.330  1.711  -4.269  0.297
Cl  -4.021  1.352  -4.161  -0.193
C  -1.412  0.951  -3.534  -0.014
S  -1.969  -0.378  -2.520  -0.254
H  1.400  2.591  -4.595  0.455
H  -0.301  3.888  -5.879  0.415
H  -2.707  3.291  -5.644  0.449
C  -1.245  3.907  -1.027  -1.599
C  -0.594  2.810  -0.240  0.275
O  -1.051  1.672  -0.299  -0.530
C  0.585  3.106  0.620  0.956
C  1.555  2.130  0.835  0.141
C  2.642  2.392  1.651  -0.871
C  2.756  3.630  2.270  -0.516
C  1.790  4.607  2.065  -0.728
C  0.714  4.352  1.229  -0.481
H  -0.497  4.566  -1.467  0.427
H  -1.881  3.464  -1.789  0.252
H  -1.866  4.517  -0.366  0.446
H  1.465  1.165  0.350  0.462
H  3.397  1.632  1.803  0.458
H  3.604  3.837  2.909  0.413
H  1.880  5.568  2.551  0.413
H  -0.035  5.118  1.071  0.407
C  -1.592  -0.104  2.330  -1.570
P  -0.589  -1.186  1.299  1.190
C  -1.379  -2.811  1.336  0.894
C  -2.576  -2.955  0.628  -0.789
C  -3.221  -4.180  0.593  -0.672
C  -2.671  -5.271  1.255  -0.535
C  -1.482  -5.133  1.954  -0.690
C  -0.834  -3.904  1.997  -0.348
C  1.020  -1.353  2.098  0.380
C  1.298  -0.754  3.324  -0.416
C  2.570  -0.845  3.874  -0.713
C  3.571  -1.529  3.200  -0.545
C  3.302  -2.130  1.976  -0.784
C  2.035  -2.039  1.424  -0.327
H  -1.718  -0.539  3.322  0.527
H  -2.570  0.008  1.862  0.436
H  -1.131  0.881  2.397  0.435
H  -3.007  -2.110  0.097  0.363
H  -4.152  -4.284  0.050  0.436
H  -3.173  -6.229  1.225  0.411
H  -1.055  -5.983  2.470  0.420
H  0.093  -3.809  2.547  0.399
H  0.530  -0.214  3.863  0.364
H  2.777  -0.383  4.830  0.439
H  4.562  -1.598  3.629  0.406
H  4.078  -2.672  1.452  0.439
H  1.823  -2.524  0.477  0.396
C  0.766  -2.963  -2.720  -0.810
O  0.074  -2.665  -1.495  -0.244
H  0.832  -4.041  -2.858  0.292
H  1.768  -2.552  -2.624  0.280
H  0.262  -2.499  -3.567  0.295
H  -0.823  -3.019  -1.539  0.237

A structure of composition C37H53BrN5O8S2SiSn in a non-equilibrium geometry. Source: OMol25; level of theory: ωB97M-V/def2-TZVPD.

Results
Kohn-Sham gap, eV: 6.9
HOMO energy, eV: -4.5
Net charge: -1
Energy relative to the best compared isomer or geometry (same formula, charge and spin), kcal per mole: 33.40
LUMO level, eV: 2.42

Last column: Mulliken charge in e.
Positions of all 108 atoms, in Å:
Sn  0.061  -0.096  0.738  2.628
C  0.613  -3.853  1.980  -0.738
C  1.935  -3.246  1.498  -1.092
N  2.049  -1.847  1.845  0.263
C  2.264  -1.552  3.244  -1.650
C  0.969  -1.531  4.008  0.790
C  0.888  -1.941  5.334  -1.141
C  -0.345  -1.886  5.964  -0.897
C  -1.440  -1.437  5.248  -1.100
C  -1.256  -1.022  3.931  0.421
C  -2.362  -0.470  3.083  -1.364
N  -2.246  -0.913  1.708  0.299
C  -2.726  -2.252  1.443  -1.127
C  -1.782  -3.320  1.993  -0.759
N  -0.470  -3.064  1.469  0.494
N  -0.074  -1.076  3.346  2.183
H  0.570  -3.842  3.075  0.315
H  0.581  -4.915  1.662  0.507
H  1.945  -3.307  0.407  0.335
H  2.770  -3.853  1.898  0.366
H  2.769  -1.400  1.289  0.356
H  2.676  -0.540  3.298  0.129
H  2.977  -2.248  3.724  0.375
H  1.767  -2.287  5.861  0.499
H  -0.449  -2.193  6.999  0.410
H  -2.413  -1.384  5.712  0.492
H  -2.221  0.614  3.078  0.049
H  -3.346  -0.715  3.517  0.357
H  -2.732  -0.256  1.106  0.348
H  -2.744  -2.365  0.359  0.393
H  -3.738  -2.422  1.849  0.391
H  -2.175  -4.317  1.717  0.488
H  -1.742  -3.270  3.086  0.378
H  -0.496  -3.094  0.456  -0.069
O  -0.377  1.493  4.983  -0.807
C  0.534  1.791  4.220  0.090
N  0.512  1.680  2.895  -0.400
S  1.878  2.157  2.204  1.326
O  2.488  1.058  1.477  -0.808
O  1.807  3.409  1.511  -0.713
C  2.778  2.511  3.723  0.390
C  4.017  3.062  3.959  -0.973
C  4.322  3.448  5.258  -0.605
C  3.402  3.262  6.280  -0.526
C  2.161  2.698  6.030  -0.523
C  1.847  2.342  4.730  0.005
H  4.716  3.195  3.146  0.522
H  5.276  3.908  5.471  0.410
H  3.659  3.575  7.281  0.410
H  1.435  2.547  6.813  0.535
C  -2.089  1.515  -5.145  -1.926
C  -1.441  1.499  -3.754  1.826
C  -0.733  2.825  -3.463  -1.444
C  -2.495  1.218  -2.690  -1.323
O  -0.439  0.504  -3.745  0.595
Si  -0.521  -1.068  -3.348  -1.353
S  -0.846  -1.578  -1.322  -1.066
O  -1.733  -1.659  -4.270  0.196
C  -2.138  -2.968  -4.585  1.821
C  -3.671  -2.945  -4.623  -1.758
C  -1.567  -3.317  -5.966  -1.682
C  -1.659  -3.992  -3.561  -1.442
O  0.840  -1.770  -3.917  0.015
C  2.139  -1.244  -4.060  1.984
C  3.083  -2.443  -4.219  -1.942
C  2.553  -0.431  -2.834  -1.016
C  2.158  -0.357  -5.308  -1.553
H  -2.895  2.244  -5.184  0.423
H  -2.488  0.527  -5.355  0.180
H  -1.347  1.759  -5.903  0.345
H  -1.449  3.646  -3.433  0.511
H  0.013  3.027  -4.231  0.382
H  -0.228  2.740  -2.503  -0.017
H  -3.243  2.007  -2.663  0.604
H  -2.009  1.149  -1.719  0.157
H  -2.973  0.266  -2.902  0.133
H  -4.009  -2.158  -5.293  0.308
H  -4.050  -2.734  -3.626  0.286
H  -4.064  -3.900  -4.963  0.480
H  -1.895  -2.585  -6.700  0.330
H  -1.891  -4.307  -6.277  0.461
H  -0.483  -3.292  -5.912  0.178
H  -1.970  -3.685  -2.566  0.218
H  -0.575  -4.027  -3.568  0.191
H  -2.066  -4.972  -3.798  0.564
H  3.049  -3.056  -3.322  0.354
H  4.102  -2.103  -4.378  0.431
H  2.776  -3.056  -5.062  0.363
H  2.493  -1.050  -1.937  -0.063
H  1.880  0.414  -2.705  0.124
H  3.572  -0.069  -2.958  0.592
H  1.855  -0.936  -6.177  0.327
H  3.145  0.062  -5.481  0.469
H  1.442  0.445  -5.161  0.087
Br  -0.271  8.514  2.057  -0.259
C  -0.484  6.689  1.539  0.119
C  -0.435  6.371  0.195  -0.769
C  -0.539  5.040  -0.173  0.071
C  -0.739  4.058  0.784  -0.048
C  -0.836  4.412  2.124  -0.122
C  -0.678  5.730  2.515  -0.755
C  -0.752  2.603  0.422  0.793
O  0.110  2.197  -0.383  -0.955
O  -1.602  1.853  0.946  -0.801
H  -0.299  7.143  -0.550  0.426
H  -0.456  4.759  -1.209  0.442
H  -0.990  3.641  2.861  0.396
H  -0.690  6.009  3.560  0.450

An isolated molecule of C3H8N2O in a non-equilibrium geometry. Source: OMol25; level of theory: ωB97M-V/def2-TZVPD.

Results
Kohn-Sham gap, eV: 9.6
HOMO energy, eV: -8.9
Net charge: 0
Energy relative to the best compared isomer or geometry (same formula, charge and spin), kcal per mole: 89.95
LUMO level, eV: 0.69

Last column: Mulliken charge in e.
Positions of all 14 atoms, in Å:
C  0.120  -0.540  1.817  -1.077
C  -0.129  0.577  0.899  0.625
O  -0.688  1.638  1.086  -0.518
N  -0.017  -0.100  -0.431  0.138
C  -1.031  0.314  -1.400  -0.792
N  1.262  -0.253  -1.048  -0.692
H  -0.347  -0.430  2.794  0.312
H  1.190  -0.750  1.892  0.276
H  -0.056  -1.266  0.768  0.389
H  -2.017  0.289  -0.932  0.296
H  -0.984  -0.327  -2.281  0.260
H  -0.840  1.345  -1.709  0.297
H  1.707  -1.063  -0.620  0.233
H  1.831  0.567  -0.835  0.255

A cluster of 2 separate species, C2H2N2O2 in total in a non-equilibrium geometry. Source: OMol25; level of theory: ωB97M-V/def2-TZVPD.

Results
Kohn-Sham gap (spin up / spin down), eV: 9.0 / 8.1
HOMO energy (spin up / spin down), eV: -9.6 / -9.9
Net charge: 0
Energy relative to the best compared isomer or geometry (same formula, charge and spin), kcal per mole: 109.81
LUMO level (spin up / spin down), eV: -0.59 / -1.84

Last column: Mulliken charge in e.
Positions of all 8 atoms, in Å:
C  1.334  0.649  0.081  0.389
C  1.089  -0.867  0.040  0.429
N  0.141  0.063  0.078  -0.114
N  -1.840  0.403  -0.366  -0.416
O  2.040  1.582  0.063  -0.397
O  1.442  -1.984  -0.032  -0.408
H  -2.105  0.734  0.561  0.261
H  -2.101  -0.580  -0.425  0.256

A structure of composition C17H21N5NaO5S2 in a non-equilibrium geometry. Source: OMol25; level of theory: ωB97M-V/def2-TZVPD.

Results
Kohn-Sham gap, eV: 6.9
HOMO energy, eV: -4.7
Net charge: -1
Energy relative to the best compared isomer or geometry (same formula, charge and spin), kcal per mole: 8.42
LUMO level, eV: 2.20

Last column: Mulliken charge in e.
Positions of all 51 atoms, in Å:
Na  1.913  -0.179  0.716  0.817
O  2.350  -2.297  -2.257  -0.491
C  3.129  -2.276  -1.148  0.542
O  3.177  -3.179  -0.365  -0.558
C  3.935  -0.993  -1.071  -0.560
O  4.168  -0.693  0.282  -0.434
C  4.825  0.569  0.449  -0.562
C  3.908  1.790  0.197  0.551
O  4.464  2.890  0.211  -0.776
O  2.687  1.506  0.010  -0.667
H  1.877  -3.145  -2.221  0.395
H  3.407  -0.184  -1.583  0.318
H  4.875  -1.174  -1.607  0.540
H  5.696  0.640  -0.208  0.315
H  5.170  0.598  1.481  0.300
S  1.342  -1.123  3.167  -0.408
C  0.214  -1.900  2.173  0.188
N  0.207  -1.937  0.852  0.054
C  -0.866  -2.642  0.342  -1.077
C  -1.134  -2.828  -1.016  0.099
C  -2.250  -3.555  -1.401  -0.894
C  -3.111  -4.102  -0.450  -0.433
C  -2.864  -3.916  0.905  -0.517
C  -1.747  -3.187  1.290  0.912
S  -1.167  -2.787  2.877  -0.313
H  -0.480  -2.370  -1.750  0.563
H  -2.459  -3.694  -2.455  0.360
H  -3.979  -4.667  -0.767  0.362
H  -3.530  -4.336  1.650  0.373
C  -1.478  0.757  -0.717  -0.716
N  -0.359  1.326  0.039  0.729
C  -0.807  1.538  1.424  -0.512
N  -1.972  2.437  1.494  0.004
C  -3.047  1.843  0.694  -0.724
N  -2.662  1.634  -0.709  0.008
C  -2.265  2.933  -1.264  -0.679
N  -1.165  3.556  -0.523  0.075
C  -0.015  2.633  -0.540  -0.841
C  -1.595  3.712  0.871  -0.679
H  -1.750  -0.205  -0.286  0.207
H  -1.163  0.601  -1.752  0.227
H  0.014  1.972  1.998  0.137
H  -1.068  0.577  1.871  0.178
H  -3.918  2.501  0.726  0.341
H  -3.319  0.880  1.131  0.355
H  -3.130  3.601  -1.246  0.343
H  -1.956  2.791  -2.302  0.347
H  0.820  3.057  0.014  0.325
H  0.312  2.487  -1.571  0.190
H  -2.454  4.386  0.904  0.337
H  -0.779  4.155  1.443  0.347

An isolated molecule of C20H25N3O4S in a non-equilibrium geometry. Source: OMol25; level of theory: ωB97M-V/def2-TZVPD.

Results
Kohn-Sham gap, eV: 9.6
HOMO energy, eV: -9.0
Net charge: 0
Energy relative to the best compared isomer or geometry (same formula, charge and spin), kcal per mole: 57.52
LUMO level, eV: 0.58

Last column: Mulliken charge in e.
Positions of all 53 atoms, in Å:
C  -7.366  -2.719  0.705  -1.426
C  -5.932  -2.407  0.307  -0.267
O  -5.792  -0.997  0.280  -0.367
C  -4.607  -0.453  -0.070  0.753
C  -4.567  0.948  -0.095  -0.815
C  -3.409  1.607  -0.441  -0.350
C  -2.278  0.874  -0.761  -0.559
S  -0.789  1.746  -1.212  1.539
O  0.232  0.782  -1.542  -0.655
O  -1.092  2.736  -2.203  -0.799
N  -0.472  2.579  0.217  0.150
C  -0.121  1.731  1.337  -1.267
C  1.296  1.167  1.231  -0.273
C  2.311  2.292  0.988  0.358
C  3.693  1.693  0.734  0.122
O  4.643  1.903  1.461  -0.701
N  3.773  0.947  -0.388  -0.072
C  4.917  0.117  -0.659  -1.216
C  4.591  -1.349  -0.520  0.687
C  5.571  -2.321  -0.711  -0.916
C  5.220  -3.651  -0.571  -0.198
C  3.908  -3.969  -0.248  -0.785
C  3.010  -2.928  -0.082  0.012
N  3.339  -1.655  -0.214  -0.146
C  1.877  3.188  -0.178  -0.465
C  0.449  3.685  0.041  -1.265
C  -2.299  -0.505  -0.741  -0.423
C  -3.460  -1.177  -0.396  -0.364
H  -8.054  -2.282  -0.014  0.331
H  -7.578  -2.300  1.685  0.326
H  -7.516  -3.794  0.735  0.419
H  -5.233  -2.840  1.034  0.364
H  -5.714  -2.825  -0.686  0.372
H  -5.466  1.486  0.159  0.421
H  -3.359  2.683  -0.475  0.443
H  -0.226  2.335  2.245  0.380
H  -0.853  0.921  1.373  0.526
H  1.549  0.635  2.150  0.528
H  1.320  0.454  0.407  0.010
H  2.389  2.905  1.893  0.353
H  2.923  0.684  -0.866  0.250
H  5.294  0.313  -1.671  0.346
H  5.693  0.398  0.060  0.510
H  6.580  -2.032  -0.960  0.383
H  5.956  -4.430  -0.711  0.402
H  3.595  -4.994  -0.129  0.368
H  1.974  -3.114  0.169  0.406
H  1.897  2.628  -1.114  0.272
H  2.558  4.036  -0.266  0.457
H  0.387  4.318  0.931  0.423
H  0.099  4.248  -0.826  0.505
H  -1.401  -1.041  -1.002  0.518
H  -3.462  -2.255  -0.387  0.395